# 1
{"formula": "C25H32CaFI2N5O3S2", "method": "ωB97M-V with the def2-TZVPD basis set", "species": ["Ca", "I", "C", "I", "H", "H", "C", "C", "N", "C", "C", "C", "O", "O", "C", "O", "C", "C", "C", "F", "C", "C", "C", "N", "C", "C", "N", "C", "C", "H", "H", "H", "H", "H", "H", "H", "H", "H", "H", "H", "H", "H", "H", "H", "H", "H", "H", "C", "C", "S", "C", "C", "S", "H", "H", "H", "H", "H", "H", "C", "N", "C", "C", "N", "C", "H", "H", "H", "H", "H", "H"], "coordinates": [[0.74835, -0.28842, 0.97321], [-0.23562, 2.05913, 3.46954], [-2.24175, 1.86549, 2.81277], [-2.82667, -0.14553, 2.48368], [-2.31190, 2.36393, 1.85486], [-2.89418, 2.30167, 3.55741], [4.42618, -6.38899, 1.78590], [4.00498, -5.20384, 0.93049], [3.13116, -4.27498, 1.64275], [3.58455, -3.03652, 1.94695], [2.83686, -2.04130, 2.48972], [3.45973, -0.64050, 2.47273], [4.63748, -0.54628, 2.79573], [2.67102, 0.25897, 2.04498], [1.47743, -2.31106, 2.85647], [0.64724, -1.45185, 3.19529], [1.04243, -3.70365, 2.67598], [-0.28529, -4.00870, 2.98761], [-0.84843, -5.12649, 2.46039], [-2.16345, -5.39385, 2.65982], [-0.14096, -5.95359, 1.58376], [1.19782, -5.72604, 1.37553], [1.81866, -4.59929, 1.93476], [-0.82778, -6.84326, 0.69284], [-1.52813, -6.03670, -0.32347], [-2.22872, -6.99219, -1.29257], [-1.53907, -8.32174, -1.15806], [-1.83913, -8.94703, 0.17949], [-1.72646, -7.84417, 1.24534], [5.07929, -7.04922, 1.21420], [3.56635, -6.96689, 2.12544], [4.97030, -6.04620, 2.66587], [3.51148, -5.52466, 0.01091], [4.87810, -4.63246, 0.62348], [4.61340, -2.82267, 1.68575], [-0.87287, -3.28210, 3.53346], [1.71791, -6.36693, 0.67813], [-0.79350, -5.41420, -0.83220], [-2.25454, -5.34503, 0.11500], [-2.15001, -6.65650, -2.32419], [-3.27591, -7.16387, -1.04968], [-0.53360, -8.13401, -1.17541], [-1.77552, -8.95420, -1.91892], [-1.10713, -9.73885, 0.32596], [-2.83595, -9.37992, 0.12071], [-1.30600, -8.26200, 2.15765], [-2.71428, -7.44020, 1.48945], [-1.34475, -3.38671, -2.56115], [-0.41564, -2.49464, -1.75164], [-0.74058, -2.49011, -0.00663], [0.60109, -1.82616, -2.34013], [0.90717, -2.00065, -3.81208], [1.76231, -0.78619, -1.51979], [-2.21552, -3.64837, -1.95753], [-0.85674, -4.31796, -2.88823], [-1.71404, -2.90027, -3.46772], [0.09880, -2.46509, -4.37911], [1.79966, -2.62343, -3.93018], [1.14877, -1.04025, -4.27022], [-1.09064, 1.03138, -3.60740], [-0.92641, 1.51692, -2.25297], [-0.31056, 2.68301, -1.87075], [-0.22538, 2.63405, -0.51469], [-0.77421, 1.45473, -0.05734], [-1.17445, 0.81166, -1.13784], [-0.13240, 1.06616, -4.12244], [-1.82705, 1.62610, -4.14746], [-1.41280, -0.00664, -3.55997], [0.01725, 3.41605, -2.58654], [0.20426, 3.35602, 0.16019], [-1.59489, -0.18432, -1.14741]], "atomic_forces_ev_per_a": [[-0.117, 0.065, 0.120], [0.010, -0.013, -0.021], [-0.007, 0.008, 0.012], [0.009, 0.001, -0.007], [0.004, 0.003, 0.002], [0.000, 0.001, 0.000], [-0.002, 0.000, 0.002], [0.006, 0.003, -0.004], [-0.002, -0.023, -0.008], [-0.018, 0.051, 0.016], [0.030, -0.003, -0.028], [-0.005, -0.069, 0.037], [-0.003, 0.028, 0.016], [-0.023, 0.078, -0.017], [0.161, -0.067, 0.017], [-0.052, 0.067, -0.025], [-0.040, 0.005, -0.057], [-0.002, -0.003, 0.012], [0.004, 0.008, -0.002], [0.002, -0.006, -0.007], [0.023, -0.005, 0.004], [-0.009, -0.011, 0.010], [0.005, 0.011, 0.017], [-0.022, 0.027, -0.032], [0.020, 0.014, 0.001], [0.005, 0.002, 0.005], [-0.004, -0.004, 0.000], [0.001, 0.005, 0.002], [0.002, -0.015, 0.012], [0.001, 0.000, 0.000], [0.002, 0.000, 0.001], [0.000, 0.000, 0.000], [-0.004, 0.002, 0.004], [-0.001, -0.002, -0.006], [0.002, -0.021, -0.011], [0.000, -0.002, -0.002], [-0.004, 0.003, -0.003], [-0.001, 0.000, 0.002], [-0.011, -0.016, -0.004], [-0.003, 0.002, -0.005], [-0.002, 0.004, -0.001], [0.002, 0.003, 0.005], [-0.002, 0.003, -0.001], [0.000, 0.000, -0.001], [0.000, -0.001, 0.004], [0.003, 0.001, -0.001], [0.000, 0.007, 0.001], [-0.024, 0.018, 0.005], [0.052, 0.010, -0.017], [-0.057, -0.073, -0.039], [-0.040, -0.040, 0.015], [-0.007, -0.001, 0.002], [0.072, -0.050, -0.039], [0.002, -0.005, 0.001], [0.014, -0.002, 0.002], [-0.002, -0.008, -0.006], [-0.002, 0.001, -0.004], [-0.001, 0.000, -0.001], [-0.003, 0.006, 0.004], [0.002, -0.005, -0.002], [0.006, -0.026, -0.013], [0.000, 0.020, -0.003], [0.005, 0.001, 0.022], [0.036, 0.023, 0.052], [-0.005, -0.008, -0.037], [0.000, -0.002, -0.001], [0.001, 0.003, 0.001], [-0.003, 0.001, 0.003], [0.003, -0.001, 0.000], [0.000, -0.001, 0.001], [-0.004, -0.002, -0.006]], "mulliken_charge": [1.011, 0.097, -0.809, 0.117, 0.268, 0.445, -1.095, -0.868, 0.392, -0.234, 0.028, 0.333, -0.738, -0.820, 0.554, -0.687, 0.360, -0.823, 0.699, -0.403, -1.999, -0.253, 0.751, 0.340, 0.014, -0.971, -0.110, -0.909, -0.431, 0.395, 0.293, 0.346, 0.408, 0.426, 0.430, 0.515, 0.371, 0.176, 0.334, 0.447, 0.354, 0.401, 0.330, 0.404, 0.378, 0.472, 0.384, -1.857, 0.003, -0.113, 0.762, -1.537, -0.440, 0.403, 0.219, 0.527, 0.344, 0.318, 0.326, -0.801, 0.248, -0.531, -0.532, -0.303, -0.773, 0.296, 0.332, 0.238, 0.461, 0.399, 0.893], "relative_energy_kj_mol": 262.5, "homo_lumo_gap_ev": 4.054, "multiplicity": 1, "total_charge": 0, "energy_ev": -99067.2876}

# 2
{"formula": "C5H5ClN4", "method": "ωB97M-V with the def2-TZVPD basis set", "species": ["C", "C", "C", "C", "C", "N", "N", "N", "N", "Cl", "H", "H", "H", "H", "H"], "coordinates": [[-0.87185, 2.74744, 0.69850], [-0.56630, 1.39225, 0.38316], [-1.46333, 0.60895, -0.16421], [1.23132, -0.15040, 0.31544], [0.64028, -2.22311, -0.89719], [-0.93122, 3.78018, 1.14029], [0.69377, 0.97975, 0.94766], [-2.38328, -0.05795, -0.46088], [0.47658, -0.82340, -0.49411], [1.52702, 2.19873, 1.80832], [2.27782, -0.50912, 0.76643], [0.34370, -2.18097, -1.86974], [1.72993, -2.61697, -0.69096], [0.09311, -2.79362, -0.14536], [-2.79754, -0.35175, -1.33734]], "atomic_forces_ev_per_a": [[0.833, -3.095, -1.102], [1.579, 1.271, 1.529], [0.569, 0.877, 0.150], [1.069, -2.776, 0.886], [3.697, 1.020, 4.082], [-1.034, 3.792, 1.127], [-3.209, -1.901, -3.690], [-2.273, -2.263, -1.306], [1.308, 0.936, 1.339], [2.782, 1.697, 1.944], [-2.192, 0.835, -1.056], [-0.853, -1.150, -2.650], [-1.618, 0.731, -0.966], [-0.685, -0.181, -0.723], [0.029, 0.207, 0.435]], "nbo_charge": [0.221, -0.107, 0.459, 0.241, -0.422, -0.271, -0.355, -0.600, -0.438, 0.052, 0.187, 0.212, 0.174, 0.222, 0.425], "relative_energy_kj_mol": 140.7, "homo_lumo_gap_ev": [5.310, 7.186], "multiplicity": 3, "total_charge": 0, "energy_ev": -23740.8312}

# 3
{"formula": "C27H46N13PS3Ti", "method": "ωB97M-V with the def2-TZVPD basis set", "species": ["Ti", "N", "C", "S", "N", "N", "C", "C", "C", "C", "C", "C", "N", "H", "H", "H", "H", "H", "H", "H", "N", "N", "C", "N", "S", "H", "H", "H", "H", "H", "S", "C", "N", "C", "C", "C", "N", "H", "H", "H", "H", "N", "P", "N", "C", "C", "C", "C", "C", "N", "C", "C", "C", "C", "C", "N", "C", "C", "C", "C", "C", "H", "H", "H", "H", "H", "H", "H", "H", "H", "H", "H", "H", "H", "H", "H", "H", "H", "H", "H", "H", "H", "H", "H", "H", "H", "H", "H", "H", "H", "H"], "coordinates": [[0.26007, -0.32989, -0.04716], [0.31085, 1.03128, 4.26306], [0.05093, 0.74262, 2.94258], [0.72490, -0.74449, 2.32685], [-0.68090, 1.55656, 2.26857], [-0.92609, 1.15102, 0.96395], [-2.05596, 1.64355, 0.51462], [-2.67157, 1.42126, -0.72705], [-4.04535, 1.74922, -0.84041], [-4.78769, 1.39894, -1.92382], [-4.14838, 0.69009, -2.97692], [-2.81501, 0.45957, -2.89458], [-2.05267, 0.83521, -1.82743], [1.17214, 0.65393, 4.62058], [0.12942, 1.99098, 4.51602], [-2.63546, 2.23479, 1.21673], [-4.49859, 2.25717, 0.00013], [-5.84001, 1.64000, -1.97595], [-4.68918, 0.35334, -3.84870], [-2.28457, -0.03159, -3.69341], [-2.22271, -1.61963, 0.47920], [-1.06555, -1.66905, -0.33812], [-0.55985, 0.88174, -1.94852], [-0.03407, 0.02277, -2.97383], [0.03651, 2.47977, -1.94058], [-2.13972, -2.27294, 1.25085], [-3.06117, -1.81508, -0.05604], [-0.87645, -2.58723, -0.72801], [-0.35891, -0.93329, -2.88169], [-0.20598, 0.37211, -3.91156], [2.17873, 1.71196, 0.51474], [3.11493, 1.88211, -0.84747], [2.92464, 1.03985, -1.91272], [3.45725, 1.27367, -3.12301], [4.31881, 2.31246, -3.28943], [4.60911, 3.06036, -2.12510], [4.04673, 2.86630, -0.96337], [2.30359, 0.23768, -1.76575], [3.14918, 0.60452, -3.91483], [4.76400, 2.53809, -4.24458], [5.34342, 3.85937, -2.16955], [1.66649, -1.36844, -0.70904], [2.49591, -2.68795, -0.84395], [1.70885, -4.05520, -0.31370], [1.99983, -5.42164, -0.75256], [2.53826, -6.29947, 0.37517], [1.62693, -6.26128, 1.59809], [1.36426, -4.81623, 2.00855], [0.80646, -4.03175, 0.83059], [3.95324, -2.48977, -0.08054], [4.42197, -1.16582, 0.32905], [5.40840, -1.27757, 1.49668], [5.08518, -2.51253, 2.32406], [5.35386, -3.76813, 1.49069], [4.95633, -3.53481, 0.02087], [2.86958, -3.15562, -2.40655], [1.76379, -3.51319, -3.30805], [1.73131, -2.59905, -4.52509], [3.01246, -2.76100, -5.35489], [4.21103, -3.06034, -4.43924], [3.98466, -2.46161, -3.05941], [2.70135, -5.39745, -1.58316], [1.06265, -5.85943, -1.12631], [3.53109, -5.94470, 0.65879], [2.65855, -7.32120, 0.00623], [2.06560, -6.83029, 2.42021], [0.67300, -6.74298, 1.35485], [2.29076, -4.33834, 2.34385], [0.65788, -4.76570, 2.83997], [0.60039, -3.00063, 1.10568], [-0.14908, -4.48079, 0.51929], [3.55461, -0.58659, 0.62811], [4.89756, -0.64354, -0.51518], [5.34867, -0.36527, 2.09173], [6.43774, -1.34903, 1.13006], [4.03218, -2.47739, 2.61670], [5.67131, -2.53676, 3.24404], [4.80819, -4.61575, 1.91062], [6.41531, -4.02612, 1.53323], [4.57450, -4.44729, -0.43789], [5.84233, -3.24476, -0.56108], [0.82378, -3.44610, -2.75531], [1.86748, -4.55634, -3.63269], [1.63513, -1.56696, -4.17666], [0.84784, -2.82113, -5.12658], [3.19471, -1.84637, -5.92420], [2.89367, -3.56242, -6.08665], [5.13609, -2.66890, -4.86505], [4.34947, -4.13834, -4.32401], [3.77427, -1.38847, -3.16297], [4.87472, -2.55517, -2.43936]], "atomic_forces_ev_per_a": [[0.524, -0.206, -0.003], [-0.027, 0.044, 0.051], [0.028, 0.055, -0.097], [0.040, -0.129, -0.160], [0.029, 0.031, 0.153], [-0.205, 0.047, -0.050], [0.100, -0.007, 0.095], [-0.041, -0.011, -0.076], [0.026, -0.014, -0.020], [-0.019, 0.018, 0.027], [0.056, -0.025, -0.029], [0.019, -0.007, 0.034], [-0.066, 0.003, -0.002], [-0.007, 0.000, -0.003], [-0.004, -0.012, -0.008], [0.024, -0.005, 0.015], [0.003, 0.009, 0.007], [-0.001, 0.002, -0.001], [-0.004, -0.004, -0.003], [0.008, -0.009, -0.017], [-0.108, 0.051, -0.168], [0.077, 0.065, 0.084], [-0.119, 0.029, 0.085], [-0.030, -0.038, 0.009], [0.028, 0.003, -0.010], [-0.024, 0.006, 0.024], [0.021, -0.071, -0.001], [-0.006, 0.030, 0.009], [0.036, -0.001, 0.019], [-0.002, 0.007, 0.002], [-0.166, -0.050, 0.177], [-0.061, -0.030, -0.119], [0.242, 0.188, -0.172], [-0.029, 0.030, 0.091], [-0.008, 0.016, 0.068], [-0.016, -0.071, -0.115], [0.074, -0.012, -0.024], [-0.060, -0.114, 0.021], [0.010, -0.002, 0.005], [0.005, 0.008, -0.009], [-0.001, 0.003, -0.006], [-0.449, 0.071, -0.010], [-0.050, 0.078, 0.118], [0.167, -0.093, -0.135], [-0.058, -0.009, -0.031], [-0.007, 0.021, 0.008], [0.018, -0.003, 0.004], [-0.039, -0.012, 0.026], [-0.009, 0.169, 0.126], [-0.145, -0.085, -0.141], [0.068, 0.101, -0.078], [0.016, 0.016, -0.008], [-0.011, -0.004, 0.068], [-0.002, -0.049, -0.011], [-0.002, -0.070, 0.025], [0.187, 0.083, 0.072], [-0.102, 0.010, 0.051], [0.048, -0.003, -0.020], [0.006, 0.006, 0.005], [0.023, 0.029, 0.002], [-0.017, -0.006, -0.028], [0.006, 0.033, -0.006], [0.014, -0.014, 0.000], [0.044, -0.003, 0.022], [-0.027, 0.003, -0.006], [0.008, 0.005, -0.005], [-0.007, 0.005, -0.003], [0.003, -0.005, -0.013], [0.003, -0.010, 0.002], [0.016, -0.074, 0.013], [-0.007, -0.011, 0.027], [-0.042, 0.056, 0.053], [0.009, -0.008, 0.019], [-0.006, -0.011, -0.004], [-0.009, -0.008, -0.002], [-0.005, 0.017, 0.001], [0.000, -0.003, -0.005], [-0.035, -0.010, -0.024], [0.000, 0.000, -0.004], [0.035, 0.004, -0.001], [-0.010, 0.005, 0.015], [0.013, -0.005, -0.007], [0.000, 0.009, 0.004], [-0.053, -0.037, 0.012], [-0.002, 0.020, -0.009], [0.006, -0.007, -0.007], [-0.001, -0.008, 0.011], [-0.010, 0.007, -0.007], [-0.013, -0.005, -0.002], [0.091, -0.006, 0.018], [-0.004, -0.014, -0.018]], "mulliken_charge": [-1.081, -0.535, 0.660, -0.456, -1.407, 1.677, -1.008, 1.187, -0.868, -0.471, -0.842, -0.142, 0.649, 0.233, 0.251, 0.250, 0.388, 0.408, 0.418, 0.387, -0.647, 0.196, -0.653, 0.015, -0.213, 0.189, 0.208, 0.277, 0.184, 0.314, -0.452, 0.829, 1.874, 0.057, -0.833, -0.267, -0.648, -1.442, 0.293, 0.402, 0.408, 1.126, -2.033, 0.634, -0.964, -0.428, -0.983, -0.366, -0.070, 1.098, 0.860, -1.088, -0.580, -0.904, -1.116, 0.427, -0.857, -0.229, -0.772, -1.268, 0.231, 0.529, 0.464, 0.039, 0.424, 0.445, 0.327, -0.008, 0.356, -0.544, 0.366, -0.860, -0.062, 0.497, 0.364, 0.078, 0.528, 0.238, 0.482, 0.540, 0.643, 0.619, 0.308, -0.358, 0.576, 0.364, 0.345, 0.394, 0.331, -0.300, 0.367], "relative_energy_kj_mol": 301.0, "homo_lumo_gap_ev": [5.875, 6.570], "multiplicity": 3, "total_charge": 0, "energy_ev": -113028.1996}